No. 1
The following is a DFT calculation (ωB97M-V with the def2-TZVPD basis set) of a molecular structure, C9H16MnN2S5.

```
33
Properties=species:S:1:pos:R:3:forces:R:3:nbo_charge:R:1
Mn 0.40772 0.22448 0.35723 -0.198 -0.108 -0.175 1.2102
C 0.87139 -2.67555 -1.13030 0.180 0.115 0.044 -0.4115
N -0.14504 -1.78137 -0.56365 -0.353 0.137 0.079 -0.5217
C -0.79989 -2.45912 0.57002 -0.009 -0.062 0.008 -0.4279
C -1.12763 -1.44080 -1.60837 -0.050 0.063 0.015 -0.2364
C -2.08678 -0.32458 -1.21459 0.047 -0.066 -0.017 -0.2364
N -1.41697 0.92430 -0.80899 0.156 -0.247 -0.257 -0.5216
C -2.40680 1.83347 -0.21981 0.090 0.035 0.196 -0.4116
C -0.79243 1.58423 -1.96996 -0.026 0.041 -0.039 -0.4279
H 0.41849 -3.61611 -1.46508 -0.016 0.006 0.005 0.1859
H 1.62745 -2.89163 -0.37792 -0.009 0.008 0.009 0.2249
H 1.35939 -2.19560 -1.97703 0.005 0.028 0.021 0.2145
H -1.32186 -3.36614 0.23944 0.003 0.017 -0.037 0.1902
H -1.51541 -1.79673 1.05731 0.016 -0.025 0.009 0.2064
H -0.04631 -2.73393 1.30527 -0.005 0.045 0.023 0.2328
H -1.72945 -2.32394 -1.86045 0.038 -0.015 -0.073 0.2020
H -0.57194 -1.15274 -2.50165 -0.004 -0.050 -0.009 0.2109
H -2.71003 -0.64980 -0.38060 -0.033 0.030 -0.024 0.2109
H -2.74771 -0.13569 -2.07084 -0.071 -0.002 0.044 0.2020
H -3.17310 2.10358 -0.95581 0.009 -0.010 -0.012 0.1859
H -1.91065 2.73798 0.12676 0.012 -0.007 -0.006 0.2248
H -2.88689 1.35850 0.63422 0.032 -0.007 0.011 0.2146
H -1.53472 1.79627 -2.75003 -0.023 -0.028 0.021 0.1902
H -0.00353 0.96158 -2.39205 -0.006 0.030 -0.001 0.2064
H -0.34137 2.52078 -1.64839 0.044 -0.024 0.011 0.2326
S 5.35839 2.94780 4.71118 0.060 0.028 0.052 -0.0878
C 4.22179 2.31922 3.71104 -0.123 -0.055 -0.107 -0.5652
S 4.41401 2.19778 1.99218 -0.111 -0.038 0.160 0.4710
C 2.86511 1.46392 1.63113 -0.185 0.014 0.568 -0.4111
C 2.05674 1.23543 2.69324 0.498 0.160 -0.295 -0.4112
S 0.47150 0.51978 2.64446 -0.520 -0.182 0.601 -0.4084
S 2.69378 1.70682 4.25533 0.122 0.035 -0.153 0.4710
S 2.50275 1.10782 -0.03327 0.432 0.134 -0.674 -0.4084
```
Forces are in eV/Å.

Results
Kohn-Sham gap (spin up / spin down): 6.642 / 6.701 eV
⟨S²⟩: 8.760
multiplicity: 6
LUMO level (spin up / spin down): 0.078 / 0.059 eV

No. 2
The following is a DFT calculation (ωB97M-V with the def2-TZVPD basis set) of 2 unconnected molecules or ions with the total composition C9H16N2O.

```
28
Properties=species:S:1:pos:R:3:forces:R:3:nbo_charge:R:1
H -1.33523 -2.60654 0.32349 -0.389 0.431 0.041 0.3496
N -1.09095 -1.80239 -0.24757 0.336 -0.138 -0.308 -0.7842
C -1.77471 -0.72454 -0.09297 0.822 -1.965 0.265 0.4703
N -1.40823 0.34163 -0.81342 -0.186 1.037 -0.793 -0.7970
C -2.84033 -0.59787 0.97448 0.165 0.751 0.754 -0.5509
C -3.91738 0.31246 0.57323 0.104 0.852 -0.888 -0.0098
C -4.50675 1.19540 -0.00927 0.052 -0.623 0.927 -0.2341
H -1.94801 1.18613 -0.80494 -0.271 -0.019 0.087 0.4014
H -0.83186 0.20450 -1.63958 -0.022 -0.128 0.586 0.4184
H -2.31202 -0.17251 1.85694 -0.389 -0.068 -0.369 0.2583
H -3.17968 -1.57645 1.30796 -0.086 -0.038 -0.323 0.2531
H -5.10196 2.00441 -0.36741 0.004 -0.147 -0.091 0.2411
C 1.60004 2.32133 -0.75250 -0.091 0.045 0.383 -0.4103
C 1.62939 1.25443 0.04170 -0.835 -0.027 0.241 -0.1516
C 2.77172 0.28791 0.18254 0.173 -0.647 -0.502 -0.2969
C 3.56320 0.37306 1.49586 -0.015 -0.179 -0.265 -0.5988
C 2.29004 -1.17927 -0.01498 0.461 0.295 1.118 -0.0445
O 1.87945 -1.44008 -1.33589 -1.497 -0.350 0.403 -0.7467
H 0.73601 2.98671 -0.79099 0.135 -0.270 -0.003 0.1913
H 2.44966 2.61865 -1.34717 0.192 -0.039 -0.128 0.1908
H 0.68478 1.01416 0.58102 0.845 0.110 -0.161 0.1948
H 3.46871 0.49593 -0.64533 -0.086 -0.038 0.187 0.2053
H 2.99145 0.10061 2.36991 -0.539 -0.008 0.263 0.2010
H 4.40002 -0.32798 1.48981 0.062 0.055 -0.225 0.2095
H 3.95583 1.36393 1.65769 0.129 0.391 0.027 0.2141
H 1.48212 -1.37299 0.75662 0.658 0.035 -0.919 0.1644
H 3.15139 -1.84446 0.21747 -0.440 0.294 0.018 0.1593
H 0.95619 -1.78567 -1.23991 0.710 0.388 -0.325 0.5021
```
Forces are in eV/Å.

Results
Kohn-Sham gap: 9.925 eV
ΔE to the lowest compared entry with this formula, charge and spin: 75.73 kcal per mole
LUMO level: 0.663 eV

No. 3
The following is a DFT calculation (ωB97M-V with the def2-TZVPD basis set) of C9H16N2O2 in the gas phase.

```
29
Properties=species:S:1:pos:R:3:forces:R:3:nbo_charge:R:1
C 0.96146 0.27515 2.77836 0.061 -0.011 0.115 -0.3821
C -0.12657 0.47237 2.05657 -0.136 0.241 0.131 -0.1910
C -0.23888 1.51421 0.98488 0.092 -0.048 0.005 -0.4340
C -0.28679 0.89834 -0.43937 -0.381 0.061 0.001 -0.3072
C 0.56338 -0.36238 -0.40911 0.186 0.384 -0.358 0.7358
O 0.13257 -1.49558 -0.37612 -0.314 -0.282 0.029 -0.6332
N 1.90229 -0.08322 -0.39664 0.284 0.258 -0.054 -0.6690
C 2.99530 -0.96399 -0.22895 -0.242 0.071 -0.021 0.7883
N 2.67207 -2.26224 -0.19434 -0.145 -0.539 0.039 -0.8324
O 4.10931 -0.50470 -0.14305 0.429 0.191 0.038 -0.6347
C -1.71461 0.68629 -0.98295 0.227 -0.211 -0.131 -0.1988
C -1.64768 0.10265 -2.39463 -0.047 0.156 0.135 -0.6114
C -2.60086 -0.18341 -0.09714 0.047 0.144 -0.011 -0.6216
H 1.01262 -0.48846 3.53449 -0.048 -0.197 0.138 0.2030
H 1.85182 0.87092 2.64751 0.130 0.157 -0.079 0.1909
H -0.99495 -0.14967 2.21234 -0.104 -0.166 0.057 0.2062
H 0.62046 2.18490 1.05958 -0.055 0.029 0.034 0.2103
H -1.14272 2.10928 1.13806 0.047 0.065 -0.058 0.2252
H 0.19947 1.60320 -1.12373 0.009 -0.063 0.030 0.2206
H 2.19395 0.88575 -0.41542 -0.030 -0.206 -0.001 0.4157
H 3.40192 -2.93571 -0.03963 0.022 0.155 -0.011 0.4069
H 1.69626 -2.53052 -0.22806 0.105 0.029 -0.001 0.4333
H -2.16825 1.68465 -1.04924 0.104 -0.064 0.046 0.1999
H -2.64050 0.07654 -2.83680 -0.089 -0.010 -0.093 0.2112
H -1.26009 -0.91194 -2.36532 0.022 -0.101 -0.041 0.2213
H -1.00363 0.70387 -3.03493 0.046 0.035 -0.113 0.2022
H -3.56102 -0.33734 -0.58457 -0.124 0.001 -0.012 0.2110
H -2.13752 -1.15129 0.06583 -0.034 -0.081 0.047 0.2340
H -2.78881 0.29235 0.86240 -0.061 0.000 0.142 0.1996
```
Forces are in eV/Å.

Results
Kohn-Sham gap: 10.703 eV
ΔE to the lowest compared entry with this formula, charge and spin: 10.06 kcal per mole
LUMO level: 0.736 eV

No. 4
The following is a DFT calculation (ωB97M-V with the def2-TZVPD basis set) of C9H16N2O5 in the gas phase.

```
32
Properties=species:S:1:pos:R:3:forces:R:3:nbo_charge:R:1
C -0.08059 -3.55786 -1.68063 -0.337 1.318 5.024 -0.6117
C 0.52754 -2.27621 -1.00390 1.238 -1.341 2.006 -0.1857
C 1.84105 -2.46535 -0.11014 2.249 1.112 0.556 -0.6693
C -0.35925 -1.35976 -0.03592 -0.641 -3.486 -2.223 -0.1861
N 0.35484 -0.25345 0.41797 2.198 -0.685 4.004 -0.5872
C 0.20612 0.85311 -0.21783 -3.717 3.617 -4.527 0.6439
O -0.46130 0.92101 -1.35007 2.476 -1.005 3.396 -0.7081
C 0.37958 2.27626 0.34022 -0.900 -0.534 1.059 -0.1170
N 0.71791 3.12990 -0.81613 4.815 2.792 5.858 -0.8523
C -1.06383 2.68154 0.83633 -0.992 0.725 0.161 -0.5452
C -1.15452 4.07234 1.44965 -3.129 3.669 4.426 0.7819
O -2.11933 4.50457 2.27121 5.612 -2.915 -4.836 -0.5983
O -0.16177 4.99976 1.09951 -2.211 -1.014 1.390 -0.7043
C -1.01419 -2.08003 1.15436 0.802 -0.560 -5.191 0.7984
O -0.64465 -1.68273 2.16159 0.618 0.710 6.372 -0.5605
O -1.81989 -3.13004 0.95979 -1.479 0.048 -2.684 -0.6639
H 0.68822 -3.81920 -2.28358 1.702 -1.222 -2.596 0.2241
H -1.03004 -3.33604 -2.08233 -0.905 0.046 -1.083 0.2028
H -0.17465 -4.33908 -0.89437 -0.140 0.282 -0.584 0.2069
H 0.90469 -1.71002 -1.82180 -0.211 1.143 -0.581 0.2133
H 1.70204 -3.02529 0.91863 0.067 1.241 -2.021 0.2184
H 2.05266 -1.31133 0.03073 0.127 -2.661 0.446 0.2105
H 2.95308 -2.76298 -0.49753 -3.112 0.024 0.171 0.2340
H -1.14992 -1.04579 -0.66467 -0.863 0.868 -0.716 0.2559
H 0.95216 -0.37274 1.34394 -2.142 0.640 -2.600 0.4598
H 1.00354 2.40613 1.34839 -0.488 -0.203 -2.717 0.2310
H 0.54790 2.89455 -1.70868 -1.478 -2.020 -3.317 0.4015
H 1.77909 3.26067 -0.74039 -1.980 0.033 -0.429 0.3629
H -1.77081 1.95055 1.31739 1.433 0.511 0.340 0.2683
H -1.70860 2.91924 0.00949 0.054 -0.257 -1.403 0.2674
H 0.28115 4.79347 0.27151 0.104 -0.855 -0.582 0.5086
H -2.17825 -3.13519 -0.02274 1.233 -0.018 2.877 0.5001
```
Forces are in eV/Å.

Results
Kohn-Sham gap: 10.060 eV
ΔE to the lowest compared entry with this formula, charge and spin: 111.71 kcal per mole
LUMO level: 0.232 eV

No. 5
The following is a DFT calculation (ωB97M-V with the def2-TZVPD basis set) of 2 unconnected molecules or ions with the total composition C9H16N3.

```
28
Properties=species:S:1:pos:R:3:forces:R:3:nbo_charge:R:1
C -3.75972 1.26818 -0.05969 -1.219 -0.415 -0.682 -0.2828
C -2.93689 1.83417 -1.01238 0.897 -1.248 1.892 0.1277
C -3.21358 0.34123 0.84876 -0.659 0.550 -0.577 0.1589
C -1.21407 0.57029 -0.11969 1.417 -0.742 0.542 0.5905
C 1.85349 0.32124 1.30833 0.889 0.015 -0.933 -0.5954
C 1.24493 -2.29809 1.41238 2.051 1.176 0.915 -0.6365
C 2.99480 -1.40414 -0.19790 2.456 -0.602 0.938 -0.5997
C -0.65212 1.88941 -2.03316 -1.992 2.501 -1.673 -0.4225
C 1.66047 -1.06621 0.59901 1.495 0.686 0.273 0.0278
N -1.91600 0.07556 0.84333 -0.123 -0.400 -0.181 -0.4607
N -1.61449 1.46221 -1.02032 0.069 -0.346 -0.056 -0.3590
N 0.85948 -0.84053 -0.54187 -1.508 1.312 -0.482 -0.3935
H -4.87575 1.40635 -0.14846 1.501 0.113 0.379 0.2747
H -3.27278 2.56902 -1.67006 -0.269 0.965 -1.263 0.2459
H -3.86269 -0.20698 1.52310 0.192 0.155 0.222 0.2365
H 2.62604 0.90063 0.67913 -1.661 -0.523 0.914 0.2239
H 0.86982 0.80512 1.37223 0.428 0.128 -0.092 0.2050
H 2.27183 0.29196 2.30855 0.053 -0.422 0.158 0.2309
H 1.26834 -3.18135 0.83493 0.323 -0.969 -1.016 0.2161
H 0.29800 -2.31364 1.87424 -1.212 0.693 0.681 0.2227
H 2.03988 -2.38670 2.17251 -0.547 -0.303 0.001 0.2320
H 3.64514 -2.26824 0.18223 -1.361 0.991 0.106 0.2397
H 2.78429 -1.69691 -1.20020 -0.330 -0.228 -0.888 0.2290
H 3.74289 -0.56938 -0.28083 -1.131 -0.424 0.199 0.2305
H 0.32980 2.10729 -1.80583 1.879 0.247 2.149 0.2587
H -0.48789 1.22946 -2.83146 -0.710 -1.512 -0.990 0.2457
H -1.00676 2.85034 -2.47570 -0.099 -0.777 0.292 0.2257
H 0.32353 -1.69030 -0.56121 -0.830 -0.621 -0.827 0.3283
```
Forces are in eV/Å.

Results
Kohn-Sham gap (spin up / spin down): 8.453 / 7.862 eV
ΔE to the lowest compared entry with this formula, charge and spin: 161.85 kcal per mole
LUMO level (spin up / spin down): -4.724 / -4.832 eV
total charge: +1

No. 6
The following is a DFT calculation (ωB97M-V with the def2-TZVPD basis set) of a gas-phase ion, C9H16N3O (charge +1).

```
29
Properties=species:S:1:pos:R:3:forces:R:3:nbo_charge:R:1
C -3.21477 -0.87496 -1.52608 1.663 0.386 -0.464 -0.7058
C -2.02472 0.05382 -1.25533 -0.723 2.084 -1.986 0.5813
O -1.74473 1.07297 -1.94006 -0.704 -2.843 2.097 -0.5418
C -1.26490 -0.35949 -0.05812 3.028 2.515 -1.333 -0.3928
C -1.96870 -1.03464 0.90005 0.108 -0.374 0.209 0.1895
N -2.56595 -1.64971 1.64504 -1.015 -1.097 1.817 -0.2284
C 0.05511 0.07276 0.18189 -0.420 -0.326 -3.722 0.4746
N 0.95179 0.33120 -0.81822 -0.868 0.253 -0.120 -0.3602
C 0.77438 0.03743 -2.25847 -1.232 0.314 -0.600 -0.4345
C 1.99905 1.33880 -0.72078 -0.651 0.432 -1.618 -0.4067
N 0.54453 -0.09267 1.53905 -0.946 -1.072 0.638 -0.4019
C 1.60588 -1.11970 1.71812 1.466 0.302 2.073 -0.4292
C 0.75668 1.10719 2.38132 -1.692 1.223 -0.918 -0.4167
H -2.72381 -1.80081 -1.91328 -0.772 0.318 0.422 0.2431
H -3.75800 -1.02727 -0.60689 -0.184 -0.425 0.092 0.2464
H -3.86210 -0.45574 -2.26640 -0.262 0.225 -0.499 0.2558
H 1.76988 0.20886 -2.72951 -0.929 -0.542 0.284 0.2292
H 0.35357 -0.96037 -2.40154 0.548 -0.250 0.148 0.2240
H -0.02939 0.66200 -2.78486 1.417 -0.235 0.967 0.2736
H 2.04023 1.66445 0.25986 0.740 0.708 1.728 0.1893
H 2.91813 0.91400 -1.11443 0.213 0.156 0.311 0.2256
H 1.71284 2.22636 -1.35323 0.264 -0.835 0.562 0.2367
H -0.35510 -0.50644 1.84206 0.570 -0.204 1.246 0.4774
H 1.90305 -0.96943 2.80944 0.271 -0.276 -1.680 0.2404
H 1.29442 -2.13706 1.67670 -1.129 -0.584 -0.330 0.2546
H 2.41990 -1.05873 0.98952 -0.134 0.685 0.377 0.2500
H 1.57877 1.65702 2.06054 1.218 0.972 -1.066 0.2259
H -0.15354 1.71144 2.35120 0.178 0.008 -0.274 0.2484
H 0.98750 0.98872 3.39240 -0.019 -1.518 1.639 0.2525
```
Forces are in eV/Å.

Results
Kohn-Sham gap: 8.706 eV
ΔE to the lowest compared entry with this formula, charge and spin: 102.46 kcal per mole
LUMO level: -4.264 eV
total charge: +1